The following is a quantum chemistry calculation of a molecular structure, C16H30CoIN4OSi in a non-equilibrium geometry, from OMol25.

Its multiplicity is 5. For the HOMO-LUMO gap (alpha / beta), the calculation gives 1.823 / 4.233 eV. The LUMO energy (alpha / beta) comes out at 0.1521 / 0.0582 hartree. The HOMO energy (alpha / beta) is 2.32 / -2.65 eV. Its total energy is -2891.53427 Ha. As for the net charge: -2.

Geometry as XYZ:
```
54
Properties=species:S:1:pos:R:3:forces:R:3
C 0.7824 0.1957 -7.5356 -1.53 -2.18 -2.02
I 1.9733 1.4247 -6.2196 1.91 2.14 2.08
H -0.0448 -0.1946 -6.9475 -0.26 -0.03 0.10
H 1.4272 -0.6001 -7.9009 -0.03 -0.05 -0.05
H 0.4353 0.8352 -8.3436 -0.10 0.14 -0.02
C -1.0453 3.9379 0.5269 -0.20 -0.31 -0.32
C -2.0672 3.5214 -0.2652 0.37 0.01 0.23
N -1.7153 2.2655 -0.7377 0.30 -0.11 0.24
C -0.5034 1.8699 -0.2518 0.33 -0.48 -0.06
N -0.0991 2.9224 0.5171 -0.30 -0.27 -0.33
H -0.9071 4.8518 1.0823 -0.02 -0.10 -0.06
H -2.9953 4.0006 -0.5334 0.10 -0.03 0.03
C 2.2610 -3.7594 0.0199 -0.33 0.17 -0.32
C 1.1725 -1.8475 -0.5567 0.04 0.44 -0.01
N 2.0715 -2.4138 0.2990 -0.43 0.03 -0.43
H 1.3254 -4.9689 -1.5906 0.02 0.11 0.06
N 0.8246 -2.8701 -1.3908 0.06 0.29 0.26
H 2.9302 -4.3800 0.5943 -0.09 0.08 -0.09
Co 0.4151 0.0555 -0.5002 0.44 0.46 -0.28
C 1.5196 0.6604 -1.8111 0.05 0.02 -0.26
O 2.2288 1.0486 -2.6519 -1.07 -0.62 1.26
C 1.4742 -4.0482 -1.0491 0.20 0.17 0.34
C -0.1675 -2.7312 -2.4501 0.25 0.02 0.26
H -1.0785 -3.2761 -2.1865 0.07 0.05 -0.06
H 0.2361 -3.1087 -3.3937 -0.07 0.08 0.08
H -0.3916 -1.6648 -2.5308 0.03 -0.14 -0.04
C 2.6614 -1.6935 1.4217 -0.03 -0.13 -0.14
H 3.7321 -1.9085 1.4771 -0.16 0.07 0.00
H 2.1653 -1.9787 2.3534 0.16 0.03 -0.15
H 2.4915 -0.6300 1.2399 0.07 -0.09 0.06
C 1.1403 2.9175 1.2847 -0.14 0.01 -0.16
H 1.7092 3.8296 1.0839 -0.04 -0.15 0.02
H 1.7040 2.0383 0.9634 0.00 0.13 0.09
H 0.9211 2.8391 2.3534 0.11 0.01 -0.11
C -2.5581 1.4072 -1.5627 0.26 0.17 0.19
H -1.9229 0.5976 -1.9286 -0.10 0.11 0.00
H -2.9674 1.9829 -2.3973 0.05 -0.11 0.07
H -3.3647 0.9815 -0.9597 0.03 0.04 -0.10
C 0.7601 -0.1366 3.8050 0.24 0.23 0.24
Si -0.8563 -0.0543 2.8567 0.04 -0.94 -1.18
C -1.9443 -1.2896 3.7395 -0.34 -0.30 0.60
C -1.6461 1.5878 3.2748 -0.24 0.48 0.19
C -0.8259 -0.6469 1.0236 -0.35 1.23 0.16
H 0.5928 0.2446 4.8349 0.10 -0.03 -0.53
H 1.5527 0.4703 3.3224 -0.17 -0.46 0.38
H 1.0702 -1.1890 3.9301 0.11 0.41 -0.16
H -1.9721 -1.0464 4.8259 -0.12 -0.28 -0.53
H -2.9704 -1.2465 3.3254 0.36 -0.17 0.25
H -1.5282 -2.3090 3.6100 -0.32 0.43 0.09
H -1.0973 2.4577 2.8952 -0.28 -0.13 0.05
H -2.6842 1.6175 2.8933 0.37 0.13 0.14
H -1.6708 1.6750 4.3840 -0.06 -0.06 -0.61
H -0.6616 -1.7169 1.1116 -0.11 -0.43 0.16
H -1.8927 -0.5253 0.6463 0.82 -0.09 0.39
```
Positions in Å, forces in eV/Å.

Atom charges from the Mulliken analysis, given in e for atoms 1 to 5: C -1.2074; I -0.6810; H 0.3707; H 0.2788; H 0.4282

The following is a quantum chemistry calculation of a molecular structure, C16H30F12N4NiO12S4 in a non-equilibrium geometry, from OMol25.

Its multiplicity is 3. For the HOMO-LUMO gap (alpha / beta), the calculation gives 8.191 / 6.992 eV. The LUMO energy (alpha / beta) comes out at -0.0087 / -0.0528 hartree. The HOMO energy (alpha / beta) is -8.43 / -8.43 eV. Its total energy is -6048.69936 Ha.

Geometry as XYZ:
```
79
Properties=species:S:1:pos:R:3:forces:R:3
Ni -0.0316 -1.5111 1.9226 0.80 -0.15 1.86
C 2.0418 -0.5431 5.5365 -2.81 0.57 0.24
F 2.3922 -0.5286 6.7900 -0.06 -0.08 0.96
F 2.3653 0.5666 4.9641 0.40 1.73 -0.52
F 2.6292 -1.4982 4.9167 1.74 -2.47 -1.23
S 0.1524 -0.9170 5.2658 0.83 -0.17 -0.04
O 0.0546 -2.3405 5.1634 0.10 -0.26 0.07
O -0.5877 -0.2455 6.3026 0.53 -0.77 -1.16
N 0.0126 -0.3282 3.5723 0.64 0.29 3.52
S -0.7593 1.0384 3.9228 -3.55 3.59 -0.25
O -2.2037 0.7499 3.9675 2.21 0.62 -0.29
O -0.2093 1.9094 4.9671 -0.18 -1.52 -1.76
C -0.4819 2.1832 2.3903 -1.09 0.94 0.41
F -1.4325 3.2054 2.3136 1.01 -2.60 -0.14
F 0.6468 2.8650 2.5629 0.34 -0.87 -0.56
F -0.4558 1.4181 1.2563 0.03 1.19 0.93
C 1.4005 -0.8383 -2.0298 -2.01 -0.13 -1.30
F 2.6873 -1.0634 -1.9147 -0.26 -0.44 -0.39
F 1.1430 0.3279 -1.4465 -0.11 -0.14 -0.87
F 0.9783 -0.9001 -3.3792 1.33 0.60 3.14
S 0.3061 -2.1786 -1.1344 0.64 -2.80 0.21
O -0.4740 -2.8584 -2.1575 0.75 1.35 1.48
O 1.2838 -3.0684 -0.4674 -1.46 2.17 -0.35
N -0.7338 -1.3781 0.1441 2.46 -1.63 -3.85
S -2.1729 -1.2237 -0.5293 -3.69 3.50 -2.36
O -2.9609 -0.3234 0.3258 1.39 -2.14 -0.49
O -2.1843 -0.8289 -1.9595 0.71 -1.01 2.97
C -3.0192 -2.9520 -0.5217 -1.09 1.11 -0.88
F -4.1557 -2.7898 0.1614 -0.35 0.10 -0.66
F -3.2805 -3.3819 -1.7933 0.43 0.50 2.08
F -2.3441 -3.8244 0.1710 1.17 -1.09 -0.28
C 1.3159 3.7885 -1.0568 -1.32 0.56 -0.15
O 0.4237 3.5096 -2.1363 2.26 0.61 0.26
C -0.7343 2.7616 -1.8878 0.26 0.00 -1.67
C -1.0293 2.2265 -3.3212 -1.31 0.45 0.75
N -1.7866 3.2630 -4.1168 -0.07 -2.80 1.98
C -0.9325 3.8458 -5.0741 0.57 2.28 -0.02
C -0.4407 3.0120 -6.2164 0.07 -2.00 -0.54
O 0.1132 3.6665 -7.3343 0.94 0.82 0.96
C -0.7100 3.9442 -8.4112 -0.33 -0.64 -0.72
H 2.3099 4.0512 -1.4187 -0.03 -0.56 -0.27
H 1.2927 2.9678 -0.3398 0.37 -0.09 0.05
H 0.9731 4.6936 -0.5555 -0.13 0.07 0.41
H -1.4905 3.4935 -1.6042 -0.58 -0.47 0.63
H -0.5546 1.9656 -1.1652 -0.29 0.09 0.15
H -1.6462 1.3298 -3.2628 0.45 -0.26 -0.18
H -0.0402 2.1350 -3.7699 -0.18 -0.78 0.02
H -1.9640 3.9208 -3.3712 -0.46 0.71 -0.64
H -0.0259 4.1547 -4.5539 0.28 0.81 -0.17
H -1.5499 4.7026 -5.3439 0.68 0.42 -0.97
H -1.1353 2.2116 -6.4715 -0.96 0.35 -0.64
H 0.3592 2.3451 -5.8948 0.48 0.39 0.47
H -1.1119 2.9746 -8.7053 -0.93 0.17 -0.27
H -0.1326 4.2631 -9.2789 0.47 0.13 0.28
H -1.4459 4.7306 -8.2437 -0.36 -0.20 0.26
C -2.8555 -2.2669 3.2677 0.20 -1.61 -0.44
O -1.5751 -2.6650 2.5940 0.57 -0.55 0.09
C -1.0645 -4.0939 2.7049 -1.21 0.66 2.16
C 0.4268 -4.2899 2.3267 -2.08 1.72 1.23
N 1.1744 -3.0556 2.7767 1.50 -0.41 -3.64
C 2.5305 -3.1564 2.0677 1.21 1.49 0.59
C 3.1697 -1.7533 1.6552 -0.61 -2.84 0.75
O 2.1547 -0.8539 1.3611 -0.35 0.95 -0.84
C 2.8266 0.3737 1.0129 -1.05 0.75 0.80
H -3.2802 -1.3093 2.9667 0.91 0.02 -0.67
H -2.7969 -2.2314 4.3556 0.54 -0.33 -0.05
H -3.5247 -3.0567 2.9265 -0.35 0.10 0.37
H -1.7698 -4.7766 2.2311 0.25 0.27 -0.66
H -1.1273 -4.4024 3.7484 -0.24 0.59 0.35
H 0.3722 -4.3834 1.2421 1.27 -0.10 0.13
H 0.7766 -5.1264 2.9318 0.01 -0.40 -0.72
H 1.5907 -3.0687 3.6969 -1.79 -0.17 0.66
H 2.6096 -3.8930 1.2682 -0.49 0.25 0.19
H 3.1737 -3.4374 2.9017 0.46 -0.65 -0.40
H 3.8624 -1.9011 0.8268 -0.20 -0.04 -0.37
H 3.8030 -1.4659 2.4945 -0.23 0.69 0.19
H 3.2224 0.7117 1.9706 1.10 0.08 -0.36
H 2.1566 1.1973 0.7659 -0.56 -0.57 -0.26
H 3.4799 0.2050 0.1569 0.39 0.08 0.44
```
Positions in Å, forces in eV/Å.

Atom charges from the Mulliken analysis, given in e for atoms 1 to 5: Ni 1.8633; C 0.7910; F -0.2286; F -0.2180; F -0.2479

The following is a quantum chemistry calculation of a molecular structure, C16H30F3InNO5 in a non-equilibrium geometry, from OMol25.

For the HOMO-LUMO gap, the calculation gives 7.806 eV. The LUMO energy comes out at 0.0898 hartree. The HOMO energy is -5.36 eV. Its total energy is -1548.24979 Ha. As for the net charge: -1.

Geometry as XYZ:
```
56
Properties=species:S:1:pos:R:3:forces:R:3
O 0.1149 0.9668 0.4103 0.43 -6.40 1.01
C 0.2890 -0.2572 0.7552 -0.65 5.95 -0.51
F -0.5440 -1.2239 0.1237 1.99 1.31 1.63
N 1.2903 -0.5150 1.7988 -5.31 -1.87 0.51
In 2.8923 -1.7897 1.1380 2.33 -1.39 -0.26
C 4.7851 -0.5211 1.1904 0.33 1.16 -0.29
C 4.9214 0.4440 -0.0844 0.63 -0.10 1.74
F 3.6461 0.7270 -0.7222 1.56 -0.54 0.58
C 0.7052 -0.9512 3.0776 3.44 1.77 2.48
O 1.3611 -0.6651 4.1168 -3.63 -1.89 -4.00
F -0.5794 -1.6483 3.2106 2.75 1.69 -0.93
H 2.5952 -2.5908 -0.4330 -0.22 0.43 0.30
H 3.1518 -3.0771 2.4007 -0.33 0.49 -0.26
H 5.7490 -1.1507 1.2569 -1.60 0.80 -0.09
H 4.6986 0.1200 2.1526 0.24 -0.97 -1.55
H 5.3148 1.4545 0.2980 -0.60 -1.28 -1.01
H 5.6672 -0.0229 -0.8179 -1.43 0.78 0.62
C -3.6479 0.6669 0.9178 0.13 0.39 -0.56
C -3.3088 0.2758 2.3298 0.21 -0.45 0.40
C -4.5151 0.7802 3.0978 -0.16 0.23 0.10
O -5.6367 0.7074 2.2018 0.25 0.00 -0.07
C -5.1470 0.4573 0.8759 -0.25 -0.22 0.07
H -3.1161 0.0854 0.1630 -0.01 0.08 0.06
H -3.4136 1.7256 0.7633 0.02 -0.07 -0.07
H -3.2477 -0.8147 2.4050 0.07 0.09 0.06
H -2.3675 0.6954 2.6882 -0.08 -0.05 -0.02
H -4.3894 1.8280 3.3919 0.06 -0.01 0.07
H -4.7201 0.1894 3.9938 -0.11 0.04 -0.08
H -5.3951 -0.5781 0.6172 0.01 0.02 -0.11
H -5.6460 1.1227 0.1668 -0.09 -0.01 0.10
C -5.4990 3.9380 -1.6557 0.42 -0.23 -0.19
C -5.9013 5.3793 -1.4399 -0.05 0.30 0.36
C -7.0438 5.5376 -2.4248 -0.16 -0.01 -0.29
O -7.6732 4.2539 -2.5401 0.28 0.14 0.11
C -6.8341 3.2725 -1.9150 -0.33 -0.18 0.13
H -4.9624 3.5007 -0.8119 -0.05 0.01 -0.07
H -4.8636 3.8592 -2.5440 -0.01 -0.03 0.09
H -6.2684 5.5127 -0.4169 0.04 0.03 -0.07
H -5.0919 6.0921 -1.6073 -0.07 -0.04 -0.01
H -6.6769 5.8213 -3.4172 0.03 0.10 0.03
H -7.7780 6.2789 -2.1000 -0.05 -0.10 -0.06
H -7.3144 2.9691 -0.9783 0.07 -0.09 0.01
H -6.7478 2.3967 -2.5620 -0.10 0.08 -0.01
C 7.0440 -5.2933 -1.6747 -0.25 -0.38 -0.17
C 7.6775 -4.0584 -2.2740 0.45 0.14 -0.12
C 6.7928 -2.9547 -1.7282 -0.39 0.20 0.09
O 6.3112 -3.4007 -0.4544 0.28 -0.26 -0.29
C 6.6116 -4.7943 -0.3101 -0.04 0.18 0.36
H 7.7171 -6.1512 -1.6211 -0.04 0.04 0.02
H 6.1663 -5.5826 -2.2622 0.06 -0.01 0.06
H 8.6979 -3.9425 -1.8930 -0.04 0.01 -0.05
H 7.7201 -4.0708 -3.3648 -0.02 0.03 0.06
H 5.9247 -2.7848 -2.3740 0.05 0.06 -0.05
H 7.3277 -2.0094 -1.6079 -0.08 -0.02 0.09
H 7.4217 -4.8884 0.4218 0.00 -0.11 0.01
H 5.7346 -5.3216 0.0715 0.00 0.15 0.03
```
Positions in Å, forces in eV/Å.

Atom charges from the Mulliken analysis, given in e for atoms 1 to 5: O -0.5165; C 0.5146; F -0.2411; N -0.1350; In 0.7599

The following is a quantum chemistry calculation of C16H30N2O in the gas phase in a non-equilibrium geometry, from OMol25.

For the HOMO-LUMO gap, the calculation gives 8.858 eV. The SMILES is CCN(CC)CCC(=O)N1CCCC12CCCCC2. The LUMO energy comes out at 0.0288 hartree. The HOMO energy is -8.07 eV. The energy relative to the best compared isomer or geometry (same formula, charge and spin) comes out at 1.590 eV. Its total energy is -812.40046 Ha.

Geometry as XYZ:
```
49
Properties=species:S:1:pos:R:3:forces:R:3
C -5.3195 -1.2016 -0.7927 0.47 -0.09 -0.52
C -4.3724 -0.1056 -0.2318 -1.71 -0.01 -0.10
N -3.5434 0.4620 -1.2740 1.73 -0.29 0.39
C -4.2345 1.3690 -2.1952 0.27 0.50 0.59
C -4.1698 2.8539 -1.7770 0.94 -0.81 -0.61
C -2.1829 0.9073 -0.8029 -0.62 0.13 -0.24
C -1.2392 -0.2908 -0.6179 0.14 -1.19 0.20
C 0.1638 0.0732 -0.1173 1.62 0.38 -0.04
O 0.4957 1.2493 -0.2116 0.05 -0.31 0.30
N 1.0918 -0.9032 0.3508 -2.68 1.10 -0.88
C 0.7323 -2.3155 0.3402 0.66 -0.70 -0.37
C 2.1228 -2.9518 0.5500 -0.25 -0.65 0.11
C 2.8519 -1.9701 1.4392 1.10 -0.44 -0.61
C 2.4738 -0.6281 0.8271 -0.69 1.78 0.78
C 3.2964 -0.1086 -0.3829 0.33 0.15 -0.02
C 4.6488 0.4867 -0.0078 0.76 -1.18 0.67
C 4.5982 1.5265 1.1188 -0.40 -0.35 -0.44
C 3.9035 0.9341 2.3447 -0.55 -0.29 -0.72
C 2.4832 0.4229 1.9814 -0.42 0.88 0.17
H -4.7503 -2.1033 -1.0709 -0.08 0.29 0.13
H -5.8497 -0.8895 -1.7171 0.30 0.02 0.63
H -6.0658 -1.4935 -0.0580 -0.09 0.03 0.12
H -3.8518 -0.5317 0.6393 0.43 0.23 -0.59
H -5.0357 0.6692 0.2080 0.20 -0.01 0.01
H -5.2827 1.0859 -2.2725 0.04 -0.26 0.06
H -3.7977 1.2541 -3.1820 0.05 -0.03 -0.26
H -4.3576 2.9210 -0.7274 -0.14 0.23 0.79
H -4.9081 3.4368 -2.3016 -0.16 0.31 -0.28
H -3.1502 3.2262 -1.9869 -0.60 0.14 0.17
H -1.7014 1.5354 -1.5587 -0.35 -0.05 -0.03
H -2.2508 1.5602 0.0950 0.10 -0.52 -0.22
H -1.1439 -0.7839 -1.6113 0.02 0.17 0.57
H -1.6541 -1.0541 0.0545 -0.14 0.12 -0.16
H 0.3243 -2.6836 -0.6468 0.10 0.62 1.07
H 0.0438 -2.5615 1.1703 0.14 -0.04 -0.41
H 2.6250 -3.0334 -0.4299 -0.17 -0.18 0.45
H 2.0852 -3.9125 1.0679 -0.12 -0.19 -0.51
H 2.5166 -2.0971 2.4844 0.01 0.43 -0.45
H 3.9484 -2.1503 1.4299 -0.59 0.19 -0.01
H 2.8236 0.7288 -0.9070 -0.84 -0.45 0.32
H 3.4134 -0.9227 -1.1227 0.04 0.29 0.29
H 5.2948 -0.3666 0.2589 0.17 0.34 0.27
H 5.1078 0.9151 -0.8813 0.15 0.24 -0.51
H 4.0256 2.3759 0.7060 0.18 -0.05 0.44
H 5.6053 1.8669 1.3953 -0.22 -0.01 -0.23
H 4.5289 0.1412 2.7385 0.14 -0.37 0.13
H 3.8404 1.6823 3.1150 -0.19 0.32 0.44
H 1.8991 1.3106 1.6951 0.24 -0.24 -0.29
H 1.9175 0.0647 2.8750 0.62 -0.21 -0.57
```
Positions in Å, forces in eV/Å.

Atom charges from the Mulliken analysis, given in e for atoms 1 to 5: C -1.2230; C -0.4374; N 0.3082; C -0.6585; C -1.0999